(1)
The following is a DFT calculation (wB97M-V/def2-TZVPD) of a single C14H17N3O2S molecule in a non-equilibrium geometry.

Output
- LUMO level (eV) = 0.564
- charge = 0
- HOMO-LUMO gap (eV) = 8.96

Each line ends with the Mulliken charge.
Element x y z (Å)
C (3.38844, 2.59097, 1.40863)  -0.64
H (2.44781, 2.38030, 1.92074)  0.26
H (4.21675, 2.17040, 1.98229)  0.30
H (3.51701, 3.66104, 1.26864)  0.23
O (3.34513, 2.01968, 0.10688)  -0.32
C (3.42889, 0.69670, 0.04571)  0.69
O (3.69194, -0.02738, 0.96720)  -0.59
C (3.22524, 0.23071, -1.38706)  -0.46
H (2.71366, 0.99978, -1.96271)  0.32
H (4.18198, -0.02226, -1.84450)  0.38
S (2.24628, -1.29421, -1.40110)  -0.22
C (1.02457, -0.78352, -0.28124)  0.48
N (0.89343, 0.42121, 0.20090)  -0.09
N (-0.14030, 0.39535, 1.05823)  -0.92
C (-0.62701, -0.81114, 1.08752)  0.55
N (0.08784, -1.62298, 0.24281)  0.21
C (-0.05394, -3.02122, -0.03631)  -1.05
H (0.93483, -3.45331, -0.19607)  0.41
H (-0.53601, -3.51592, 0.80556)  0.35
H (-0.65023, -3.17818, -0.93863)  0.31
C (-1.80429, -1.24140, 1.87806)  -1.04
H (-1.57485, -2.15526, 2.43277)  0.41
H (-2.02050, -0.44321, 2.58811)  0.43
C (-3.02989, -1.47010, 0.97194)  -1.09
C (-3.29699, -0.23670, 0.15575)  0.52
C (-2.78496, -0.11094, -1.12825)  -0.01
C (-2.97499, 1.05206, -1.85253)  -0.77
C (-3.68395, 2.10424, -1.30050)  -0.42
C (-4.20400, 1.98609, -0.02315)  -0.59
C (-4.00838, 0.82400, 0.70005)  -0.24
H (-4.41162, 0.73670, 1.69912)  0.39
H (-4.76008, 2.80340, 0.41238)  0.37
H (-3.83027, 3.01377, -1.86401)  0.38
H (-2.56569, 1.13747, -2.84862)  0.38
H (-2.23269, -0.92968, -1.56999)  0.29
H (-2.85000, -2.32213, 0.31330)  0.38
H (-3.89006, -1.70124, 1.60318)  0.43


(2)
The following is a DFT calculation (wB97M-V/def2-TZVPD) of a single C14H17N3O3 molecule.

Output
- LUMO level (eV) = -0.533
- charge = 0
- HOMO-LUMO gap (eV) = 8.17

Each line ends with the Mulliken charge.
Element x y z (Å)
C (-3.70584, -2.31113, 0.81395)  -0.94
C (-4.69104, -1.86349, -0.26038)  -0.45
C (-4.67321, -0.36080, -0.54637)  -0.56
H (-5.50867, -0.13269, -1.21123)  0.35
C (-3.39108, 0.14845, -1.21435)  -0.84
N (-2.33028, 0.41304, -0.27076)  0.19
C (-1.88810, 1.65221, -0.00685)  0.68
O (-2.31610, 2.66255, -0.52024)  -0.68
C (-0.76558, 1.68036, 1.04973)  -0.93
N (0.43930, 1.01039, 0.61386)  0.18
C (1.60080, 1.70671, 0.26840)  0.36
O (1.71497, 2.90309, 0.29549)  -0.63
C (2.59708, 0.66482, -0.07639)  -0.16
C (3.90421, 0.76803, -0.48870)  -0.68
C (4.59782, -0.42605, -0.71447)  -0.47
C (4.00728, -1.65617, -0.53406)  -0.82
C (2.66547, -1.77688, -0.11387)  0.55
N (2.05244, -2.96866, 0.04378)  -0.35
H (2.57115, -3.82549, -0.01461)  0.19
H (1.11674, -2.97627, 0.41524)  0.17
C (1.98442, -0.57912, 0.10864)  0.16
C (0.61141, -0.35935, 0.54901)  1.06
O (-0.24395, -1.18730, 0.81924)  -0.78
H (4.57371, -2.55809, -0.71548)  0.34
H (5.62714, -0.38169, -1.03773)  0.39
H (4.37269, 1.72784, -0.63017)  0.50
H (-0.50236, 2.72339, 1.24080)  0.39
H (-1.12657, 1.20637, 1.96821)  0.29
H (-1.91518, -0.37108, 0.21671)  0.05
H (-3.04293, -0.57740, -1.95681)  0.35
H (-3.59217, 1.09871, -1.71544)  0.41
H (-4.82864, 0.19412, 0.38084)  0.28
H (-5.70081, -2.13039, 0.06145)  0.31
H (-4.49020, -2.40686, -1.18688)  0.28
H (-2.67768, -2.25105, 0.46774)  0.12
H (-3.90131, -3.34569, 1.08930)  0.40
H (-3.81008, -1.69793, 1.70636)  0.30


(3)
The following is a DFT calculation (wB97M-V/def2-TZVPD) of 2 unconnected molecules or ions with the total composition C14H17N3O3 in a non-equilibrium geometry.

Output
- LUMO level (eV) = -0.793
- charge = 0
- HOMO-LUMO gap (eV) = 7.26

Each line ends with the Mulliken charge.
Element x y z (Å)
C (0.21793, 0.31782, -0.20535)  0.12
C (0.86304, 1.63489, -0.06319)  0.09
C (-1.08469, 0.23505, 0.82389)  -1.11
C (-2.14327, -0.82351, 0.29011)  0.18
C (-3.14606, -0.39966, -0.40459)  -0.44
C (-2.05831, -2.28589, 0.23646)  0.93
C (-3.27657, -2.78592, -0.29824)  -0.08
C (-1.19755, -3.11206, 0.78858)  0.37
C (-3.24427, -4.23782, -0.87170)  -0.66
C (-1.39813, -4.60136, 0.60599)  -0.53
C (-2.39997, -5.16925, -0.28151)  -0.45
C (2.73389, 2.83009, 0.86328)  0.14
C (3.24037, 3.67772, -0.44559)  0.41
C (4.03877, 2.45285, 1.61142)  -1.10
H (1.14053, -1.39934, 0.85283)  0.25
H (1.25077, -1.53350, -1.07172)  0.22
H (0.01569, 0.40984, -1.21123)  0.39
H (-1.50124, 1.33128, 0.97131)  0.36
H (-0.77597, -0.28185, 1.58627)  0.50
H (-3.28780, 0.66287, -0.91942)  0.33
H (-4.28791, -1.81794, -2.20010)  0.28
H (-0.20003, -2.90937, 1.38879)  0.05
H (-4.24150, -4.51690, -1.32385)  0.31
H (-0.54390, -5.21089, 1.07644)  0.24
H (-2.26962, -6.19934, -0.65670)  0.36
H (2.31518, 0.65964, 1.15907)  0.33
H (2.13151, 3.73803, 1.25505)  0.29
H (4.05294, 1.39178, 2.22301)  0.33
H (4.20603, 3.34090, 2.23138)  0.31
H (5.00943, 2.48934, 0.85309)  0.25
H (1.64948, 3.72722, -1.14093)  0.42
N (0.76127, -1.02604, -0.11970)  -0.51
N (-3.93306, -1.62483, -0.59323)  -0.61
N (2.06290, 1.62450, 0.63294)  -0.13
O (0.22502, 2.68415, -0.63756)  -0.84
O (4.42098, 3.92074, -0.62857)  -0.57
O (2.38243, 4.25824, -1.28522)  -0.46


(4)
The following is a DFT calculation (wB97M-V/def2-TZVPD) of a single C14H17N3O4 molecule in a non-equilibrium geometry.

Output
- LUMO level (eV) = 0.422
- charge = 0
- HOMO-LUMO gap (eV) = 9.14

Each line ends with the Mulliken charge.
Element x y z (Å)
C (1.89452, 1.46852, 0.34945)  0.50
C (1.78805, 1.22661, 1.83769)  0.15
C (2.21134, 0.30987, -0.58740)  -1.04
C (1.13005, -0.67901, -0.91884)  0.16
C (1.25294, -1.96414, -0.53333)  -0.32
C (-0.09927, -0.55947, -1.70384)  1.48
C (-0.48862, -1.85976, -1.91072)  -0.86
C (-0.80788, 0.53323, -2.24374)  -0.08
C (-1.54967, -2.18303, -2.82231)  -0.85
C (-1.91340, 0.18753, -3.04564)  -0.47
C (-2.30032, -1.17642, -3.32534)  -0.60
C (-0.54482, 0.13437, 1.80621)  1.31
C (-1.49819, 1.24388, 1.36749)  0.30
C (-1.29695, -0.69134, 2.84601)  -0.75
H (3.64030, 2.26555, 0.62651)  0.31
H (2.55048, 3.43830, 0.19927)  0.30
H (0.83643, 1.67886, 0.03962)  0.23
H (3.16542, -0.20562, -0.26148)  0.32
H (2.42901, 0.84758, -1.53148)  0.33
H (1.89760, -2.41579, 0.18632)  0.49
H (0.20548, -3.72143, -1.24281)  0.25
H (-0.63543, 1.59660, -2.18134)  0.39
H (-1.85399, -3.21075, -3.03487)  0.34
H (-2.60454, 0.96342, -3.53588)  0.27
H (-3.17795, -1.28761, -3.96257)  0.40
H (0.87486, 0.63363, 3.48454)  0.33
H (-0.11760, -0.43581, 0.91596)  -1.07
H (-2.23634, -1.05105, 2.44842)  0.37
H (-0.64756, -1.65497, 3.10419)  0.33
H (-1.98161, 0.85763, 3.84097)  0.38
H (-1.38608, 0.59310, -0.36843)  0.45
N (2.89235, 2.47635, -0.01816)  -0.72
N (0.25886, -2.69842, -1.13755)  -0.06
N (0.70224, 0.71489, 2.45587)  -0.06
O (2.82259, 1.39168, 2.46351)  -0.73
O (-1.89260, 2.05843, 2.18809)  -0.70
O (-1.52192, 0.03058, 4.02738)  -0.55
O (-1.99779, 1.14401, 0.17823)  -0.51


(5)
The following is a DFT calculation (wB97M-V/def2-TZVPD) of a single C14H17N3O4 molecule.

Output
- LUMO level (eV) = 0.560
- charge = 0
- HOMO-LUMO gap (eV) = 8.84

Each line ends with the Mulliken charge.
Element x y z (Å)
C (-5.89390, -1.76130, 0.32311)  -0.96
H (-5.83601, -2.28375, -0.63715)  0.36
O (-5.25346, -0.51125, 0.27420)  -0.44
C (-3.91262, -0.46690, -0.02062)  1.33
C (-3.14600, -1.60544, -0.23814)  -0.47
C (-1.79360, -1.53062, -0.51864)  -1.03
C (-1.16374, -0.30021, -0.59718)  0.29
C (-1.92237, 0.83912, -0.38518)  -0.62
C (-3.28380, 0.78969, -0.10191)  0.25
O (-3.84870, 2.01689, 0.08411)  -0.46
C (-5.24411, 2.17442, 0.21260)  -0.76
H (-5.62235, 1.71412, 1.12731)  0.25
H (-5.40348, 3.25202, 0.25494)  0.28
H (-5.77740, 1.76218, -0.64637)  0.30
H (-1.47631, 1.82041, -0.44750)  0.39
C (0.31295, -0.19900, -0.85074)  -0.85
H (0.55072, 0.76139, -1.31052)  0.62
H (0.63793, -0.99370, -1.52352)  0.31
C (1.07410, -0.34546, 0.47597)  -1.41
N (2.49666, -0.10036, 0.32242)  0.23
C (3.00676, 1.16711, 0.17453)  1.06
C (4.34363, 1.36811, -0.00570)  -0.75
C (5.26542, 0.27937, -0.06838)  0.12
O (6.46647, 0.33639, -0.22188)  -0.66
N (4.64047, -0.96951, 0.07485)  -0.05
C (3.31629, -1.22475, 0.25526)  0.44
O (2.87278, -2.34592, 0.36256)  -0.65
H (5.24458, -1.78215, 0.03223)  0.25
H (4.73685, 2.36358, -0.11535)  0.30
N (2.12992, 2.21280, 0.15729)  -0.38
H (2.53973, 3.12872, 0.22443)  0.26
H (1.21995, 2.10480, 0.57068)  0.17
H (0.97708, -1.37272, 0.83445)  0.57
H (0.65688, 0.32008, 1.23775)  0.25
H (-1.23243, -2.43819, -0.67799)  0.43
H (-3.60622, -2.57852, -0.18438)  0.39
H (-6.93649, -1.54240, 0.55017)  0.26
H (-5.47972, -2.39792, 1.11159)  0.36


(6)
The following is a DFT calculation (wB97M-V/def2-TZVPD) of a molecular structure, C14H18AgF6N5OPS.

Output
- 2S+1 = 2
- LUMO level (spin up / spin down) (eV) = -1.216 / -2.643
- charge = 0
- HOMO-LUMO gap (spin up / spin down) (eV) = 7.95 / 6.52
- <S²> = 0.767

Each line ends with the Mulliken charge.
Element x y z (Å)
Ag (0.12894, 0.31589, 0.25207)  0.75
C (-4.11282, 0.97146, 1.93402)  -1.52
C (-3.27362, 0.65322, 0.72899)  0.92
C (-2.64538, 1.67574, 0.02041)  -0.15
C (-1.84861, 1.40313, -1.09174)  0.95
C (-1.29234, 2.51311, -1.94388)  -1.63
C (-1.65461, 0.06264, -1.46708)  -1.91
C (-2.27304, -0.97875, -0.76834)  1.41
C (-2.08696, -2.40615, -1.19890)  -1.73
C (-3.08406, -0.66044, 0.31790)  -0.75
H (-4.82970, 1.76399, 1.71791)  0.37
H (-3.48645, 1.30903, 2.76165)  0.28
H (-4.66377, 0.09461, 2.27069)  0.37
H (-2.79436, 2.70566, 0.32649)  0.45
H (-2.00448, 2.77509, -2.72891)  0.42
H (-0.36619, 2.21355, -2.43571)  0.22
H (-1.11319, 3.41576, -1.35818)  0.36
H (-1.05644, -0.16001, -2.34293)  0.42
H (-2.98734, -2.77561, -1.69293)  0.42
H (-1.89607, -3.04650, -0.33711)  0.36
H (-1.24854, -2.50531, -1.88457)  0.30
H (-3.56322, -1.46229, 0.86798)  0.34
F (1.10535, -1.90069, -1.00924)  -0.29
P (2.32187, -1.17171, -1.83258)  1.21
F (3.49008, -0.38650, -2.57583)  -0.38
F (2.85282, -0.56645, -0.38646)  -0.46
F (1.72209, -1.71708, -3.20390)  -0.39
F (1.36306, 0.17351, -1.94093)  -0.40
F (3.23643, -2.46793, -1.62341)  -0.38
C (2.80602, -3.34502, 1.80118)  -1.14
N (2.03236, -2.12158, 1.81207)  0.18
C (1.10559, -1.81138, 2.69801)  0.72
N (0.91754, -2.63892, 3.73944)  -0.40
S (0.13751, -0.40388, 2.61083)  -0.39
H (3.41851, -3.33891, 0.90344)  0.32
H (2.15723, -4.22315, 1.76487)  0.39
H (3.46545, -3.40930, 2.67048)  0.40
H (2.16397, -1.48845, 1.03341)  0.02
H (1.50648, -3.43762, 3.89659)  0.19
H (0.20971, -2.41065, 4.41294)  0.21
O (1.66710, 2.58464, 0.65282)  -0.44
N (1.60611, 3.04203, -0.44497)  0.51
C (2.21484, 4.01879, -1.02584)  0.67
C (1.88266, 4.32149, -2.38351)  -0.04
N (1.63095, 4.59532, -3.46847)  -0.39
C (3.18768, 4.79592, -0.31250)  -0.04
N (3.95083, 5.42969, 0.26377)  -0.35


Energy relative to the best compared isomer or geometry (same formula, charge and spin) in kJ/mol, matching the order above: 193.9; 0.0; 1138.9; 260.1; 142.7; 0.0